75
Properties=species:S:1:pos:R:3:forces:R:3 method="wB97M-V/def2-TZVPD" fmax_ha_per_bohr=0.0384 e_lumo_ev="0.32 / 0.28" spin_multiplicity=3 total_energy_ev=-62025.3751
C -0.8185 6.2253 4.0898 0.263 0.008 0.138
C -0.4963 7.0475 2.8686 0.245 0.632 0.542
O -1.5354 7.2006 1.8942 0.158 -0.227 -0.485
B -2.5808 6.3318 1.8980 -0.165 -0.177 0.156
O -3.6373 6.5150 2.7614 0.584 -0.638 0.682
P -2.8047 4.9160 0.5906 -0.306 0.376 -0.449
P -1.0593 4.7278 -0.6944 0.206 -0.883 -0.637
O -0.8230 6.2457 -1.2364 -0.069 0.226 0.775
I 0.9247 4.3030 0.7383 0.017 0.023 0.113
H 0.0075 6.3574 4.7779 0.314 0.020 0.168
H -1.6941 6.5644 4.6184 -0.459 0.064 0.025
H -0.8607 5.1625 3.8912 -0.260 -0.323 -0.194
H 0.3951 6.6461 2.4123 0.088 -0.237 -0.466
H -0.2270 8.0413 3.2014 -0.119 0.411 -0.018
H -3.8237 5.6464 3.1593 -0.618 0.429 -0.270
H -2.8004 3.6915 1.2855 0.195 0.041 0.123
H -0.7502 6.8779 -0.5006 -0.057 0.121 -0.208
C -3.6717 -1.1134 3.3735 0.215 -0.177 0.126
C -3.3412 -0.5599 1.9745 -0.925 -0.382 1.268
C -3.5779 -1.6270 0.9034 0.342 -0.151 -0.366
C -2.4997 -2.7047 0.8693 0.006 0.064 0.030
C -1.1219 -2.0648 0.7157 -0.410 -0.053 -0.280
C -0.8230 -1.0230 1.7938 0.946 -0.765 1.099
N -1.9417 -0.0360 1.9276 -0.271 -0.334 -1.922
O -1.8560 0.8487 0.9952 0.236 0.714 0.267
C -0.5499 -1.7443 3.1294 -0.217 -0.079 0.137
C 0.4794 -0.3085 1.4560 -0.012 0.444 -0.337
C -4.3405 0.5703 1.7594 0.122 0.327 -0.286
H -4.6254 -1.6413 3.3470 -0.062 0.084 -0.069
H -2.9405 -1.8119 3.7667 -0.010 0.000 -0.066
H -3.7611 -0.3003 4.0949 0.045 0.047 -0.022
H -3.6152 -1.1415 -0.0771 0.077 0.091 0.029
H -4.5600 -2.0765 1.0582 -0.041 0.063 0.098
H -2.5464 -3.3183 1.7735 0.019 0.022 0.013
H -2.6836 -3.3793 0.0308 -0.009 -0.022 0.016
H -0.3468 -2.8337 0.7423 0.091 0.061 0.074
H -1.0593 -1.5933 -0.2706 -0.016 0.099 0.037
H -0.5688 -1.0429 3.9643 -0.034 0.018 0.000
H 0.4384 -2.2012 3.1052 0.057 0.071 -0.106
H -1.2448 -2.5553 3.3386 -0.030 0.052 0.010
H 0.4575 0.1539 0.4715 -0.090 0.094 0.048
H 1.2972 -1.0274 1.4472 -0.048 -0.116 0.047
H 0.7167 0.4628 2.1904 -0.065 0.019 0.009
H -4.1549 1.3946 2.4494 0.032 -0.002 0.004
H -5.3469 0.1943 1.9436 0.007 -0.091 0.072
H -4.3124 0.9594 0.7438 0.076 0.026 0.013
C 4.8807 -2.8156 -3.9289 -0.171 0.053 -0.256
C 4.1219 -2.7142 -2.5922 1.186 -0.368 -0.930
C 3.3615 -4.0112 -2.3065 -0.517 -0.044 0.105
C 2.1033 -4.1798 -3.1529 0.044 0.064 0.028
C 1.1965 -2.9618 -2.9916 0.163 -0.379 0.268
C 1.9031 -1.6449 -3.3131 -0.431 0.386 -1.441
N 3.2089 -1.5320 -2.5892 -0.965 -0.976 1.418
O 2.9961 -1.1493 -1.3763 0.304 0.569 0.049
C 2.0956 -1.5301 -4.8390 0.167 -0.121 -0.086
C 0.9972 -0.4799 -2.9300 0.038 0.145 0.404
C 5.2103 -2.5479 -1.5395 -0.105 0.202 0.375
H 5.4095 -3.7677 -3.9831 0.043 0.000 0.119
H 4.2510 -2.7591 -4.8109 -0.030 -0.030 0.054
H 5.6203 -2.0186 -4.0092 -0.029 0.054 0.034
H 3.0739 -4.0269 -1.2502 -0.010 0.119 0.011
H 4.0336 -4.8582 -2.4518 0.103 0.053 -0.030
H 2.3676 -4.3338 -4.2028 0.005 0.035 -0.005
H 1.5678 -5.0771 -2.8366 0.006 -0.016 -0.026
H 0.3187 -3.0591 -3.6335 -0.007 0.110 -0.049
H 0.8275 -2.9329 -1.9607 0.069 0.083 0.028
H 2.7982 -0.7336 -5.0855 0.034 -0.007 0.020
H 1.1454 -1.2903 -5.3144 -0.068 0.045 0.110
H 2.4346 -2.4524 -5.3066 0.051 0.018 0.033
H 0.6966 -0.5172 -1.8851 0.117 0.022 0.029
H 0.0904 -0.5165 -3.5323 0.023 -0.068 -0.098
H 1.4889 0.4763 -3.1118 0.015 0.005 0.023
H 5.7241 -1.5934 -1.6526 -0.028 0.026 -0.003
H 5.9437 -3.3454 -1.6594 -0.007 -0.042 -0.108
H 4.8176 -2.6068 -0.5269 -0.047 0.071 -0.014